ORCA calculation (ωB97M-V/def2-TZVPD) on a molecular structure, C25H27AgIN8S at a distorted geometry.

Last column: Mulliken charge in e.
Cartesian coordinates (Å):
Ag  -0.2209  -0.0829  -0.0011  0.136
C  1.6397  0.4362  -5.8247  -0.961
C  1.7099  -0.8550  -5.0055  -0.697
N  2.3529  -0.6993  -3.7303  -0.196
C  1.7761  -0.1595  -2.6166  0.173
S  0.1546  0.3361  -2.7149  -0.512
N  2.5975  -0.0151  -1.5988  -1.247
N  2.0602  0.2374  -0.4047  1.395
C  2.8222  0.5828  0.5919  0.170
C  4.3212  0.6833  0.4520  -1.638
C  2.1656  0.8384  1.8495  0.583
C  2.8765  0.9854  3.0570  -0.711
C  2.1963  1.2128  4.2328  -0.529
C  0.8028  1.2529  4.2054  -0.994
C  0.1791  1.1108  2.9791  -0.106
N  0.8175  0.9517  1.8338  0.058
H  1.1428  0.2416  -6.7731  0.358
H  2.6375  0.8302  -6.0134  0.281
H  1.0630  1.1783  -5.2814  0.256
H  2.2626  -1.6141  -5.5695  0.376
H  0.6915  -1.2133  -4.8249  0.313
H  3.3520  -0.8204  -3.6746  0.298
H  4.5658  0.4766  -0.5883  0.419
H  4.8181  -0.0547  1.0845  0.299
H  4.6903  1.6728  0.7216  0.326
H  3.9541  0.9077  3.0560  0.364
H  2.7304  1.3530  5.1640  0.394
H  0.2223  1.3935  5.1055  0.403
H  -0.9008  1.1307  2.9084  0.560
C  1.1845  -2.4062  2.6017  -1.445
N  0.2038  -2.0589  1.6037  0.577
C  -0.8073  -2.8401  1.4762  -0.198
C  -1.8760  -2.6107  0.5844  0.071
C  -2.9839  -3.4483  0.3790  -0.885
C  -3.7774  -2.8236  -0.5665  -0.693
C  -3.1224  -1.6308  -0.8823  -0.691
N  -1.9891  -1.4890  -0.1950  0.232
C  2.2596  -3.3435  2.1096  0.926
C  2.8198  -4.2701  2.9818  -0.564
C  3.8401  -5.1046  2.5636  -0.510
C  4.3103  -5.0227  1.2651  -0.373
C  3.7459  -4.1124  0.3863  -0.704
C  2.7273  -3.2750  0.8037  -0.124
H  0.7078  -2.8587  3.4893  0.420
H  1.6797  -1.4802  2.9203  -0.105
H  -0.9009  -3.7471  2.1032  0.237
H  -3.1506  -4.3941  0.8649  0.424
H  -4.7132  -3.1737  -0.9706  0.412
H  -3.4459  -0.8850  -1.5917  0.426
H  2.4532  -4.3316  3.9993  0.343
H  4.2626  -5.8219  3.2547  0.362
H  5.1120  -5.6721  0.9424  0.366
H  4.1052  -4.0569  -0.6307  0.412
H  2.2811  -2.5588  0.1286  0.407
I  -4.5823  4.9541  0.7595  0.040
C  -3.1892  3.5730  0.0291  -0.730
C  -3.1135  3.0541  -1.2461  -0.126
N  -2.0660  2.2176  -1.2335  0.353
N  -1.4750  2.1682  -0.0492  -0.100
C  -2.1384  2.9883  0.7412  -0.320
H  -3.7233  3.2357  -2.1069  0.477
H  -1.6626  1.6602  -1.9810  0.028
H  -1.8510  3.1541  1.7592  0.481

Force components x, y, z for each atom (eV/Å):
Ag -0.5087 -0.2317 -0.4751
C 0.0072 -0.2127 0.1422
C -0.2496 0.1784 -0.2994
N 0.3741 -0.0284 0.2738
C -0.5936 0.3324 -0.4111
S -0.4380 -0.1127 -0.1562
N 1.2542 -0.2941 0.6455
N 0.1744 0.3418 0.1208
C 0.5281 -0.3515 -1.5786
C -0.2925 -0.0807 -0.0254
C -0.8320 0.3267 0.9522
C 0.0938 -0.0220 -0.4348
C -0.4548 0.0204 0.0395
C 0.3831 0.0041 0.1321
C -0.1202 0.0821 0.1129
N 0.8159 -0.0221 0.4044
H -0.0064 0.0203 -0.1768
H 0.0770 0.0342 -0.0686
H -0.0224 0.0889 0.0616
H -0.0845 -0.0118 0.1194
H 0.1914 -0.0562 -0.0937
H -0.0495 -0.0583 0.1140
H 0.0663 0.0294 0.1025
H 0.0739 -0.0270 0.0474
H 0.0284 0.0800 0.0646
H 0.0476 0.0187 -0.0247
H 0.0393 -0.0684 0.0026
H -0.0304 0.0255 0.0251
H -0.1327 0.0139 -0.0017
C -0.0810 -0.0224 0.1736
N -0.2281 -0.2907 -0.0521
C 0.6525 0.0421 0.5749
C -0.8487 0.0539 -0.4916
C 0.3418 -0.1934 0.3006
C -0.3657 -0.0421 -0.1850
C -0.0203 0.1990 -0.1232
N 0.2993 -0.1489 0.2386
C -0.0337 -0.0142 0.1514
C -0.0587 0.1208 -0.0138
C 0.0801 -0.0981 0.1068
C 0.1113 -0.1307 -0.0196
C 0.0814 -0.0040 -0.0755
C -0.0657 0.0879 -0.0003
H 0.1276 0.0918 -0.0498
H -0.1069 -0.0953 0.1449
H 0.0372 0.1389 -0.0748
H -0.0523 -0.1703 0.0747
H -0.0666 -0.0142 -0.0613
H 0.0117 0.1529 -0.0608
H -0.0421 -0.0102 0.0386
H 0.0516 -0.0476 0.0177
H 0.0440 -0.0523 -0.0669
H 0.0217 0.0470 -0.1132
H -0.0385 0.0582 -0.1164
I 0.3269 -0.3419 -0.2295
C -0.5995 0.5046 -0.0077
C -0.1831 0.2263 0.2390
N -0.1411 0.0824 -0.0360
N 0.4775 -0.1160 0.2823
C -0.1566 0.0310 -0.3056
H -0.0648 -0.0355 -0.2122
H 0.0348 0.0353 0.1130
H 0.1146 -0.0636 0.2246

- HOMO-LUMO gap: 6.129 eV
- Multiplicity: 1
- Molecular weight: 706.39 g/mol
- Energy: -2249.7936 Ha
- LUMO energy: 2.1 eV
- Charge: -1
- F_max: 0.0331 Eh/bohr

=====

ORCA calculation (ωB97M-V/def2-TZVPD) on 2 unconnected molecules or ions with the total composition C25H27BrClN2O5P at a distorted geometry.

Last column: natural (NBO) charge in e.
Cartesian coordinates (Å):
C  -1.7127  0.8149  3.9389  -0.647
C  -1.1034  1.6056  2.7271  -0.080
O  -0.5685  0.7665  1.6862  -0.535
C  -1.5876  0.1192  0.9747  0.823
O  -1.5893  -1.0845  1.0095  -0.576
C  -2.6548  0.9089  0.1452  -0.553
C  -3.5070  -0.0029  -0.8018  -0.399
C  -2.9062  -0.1222  -2.2753  -0.452
C  -1.5950  -0.9710  -2.1547  0.005
C  -1.7052  -2.4157  -2.0351  -0.359
P  -3.3022  -3.3889  -2.0134  1.200
N  -3.9621  -3.4328  -0.3909  -1.142
O  -2.8123  -5.0014  -2.2620  -0.942
C  -0.4501  -3.1781  -1.8884  -0.160
C  0.8007  -2.4658  -1.8658  -0.144
C  0.9215  -0.9984  -1.9891  -0.039
C  -0.3089  -0.2461  -2.1318  -0.097
Br  -0.1726  1.6925  -2.2424  0.091
C  2.3481  -0.3457  -1.9272  0.528
O  2.6800  0.5977  -2.5876  -0.477
C  3.3253  -1.0526  -0.9323  -0.144
Cl  4.5113  -0.1678  0.0549  0.025
C  3.2194  -2.4123  -0.8218  0.095
N  4.0298  -3.1965  0.0908  -0.638
C  3.2534  -3.3930  1.1330  0.613
C  3.1569  -2.3033  2.2553  -0.747
C  2.3661  -4.6618  1.3013  -0.743
C  2.1568  -3.2190  -1.6655  0.538
O  2.3938  -4.3007  -2.1244  -0.482
H  -0.9124  0.3047  4.5377  0.222
H  -2.2116  1.5565  4.6261  0.219
H  -2.5162  0.1153  3.6014  0.213
H  -0.2511  2.2156  3.1339  0.202
H  -1.8446  2.3573  2.3363  0.176
H  -2.1940  1.7754  -0.3848  0.256
H  -3.3654  1.3509  0.9025  0.242
H  -3.6654  -1.0090  -0.3322  0.222
H  -4.5391  0.4374  -0.9006  0.215
H  -2.7109  0.9251  -2.6061  0.232
H  -3.6471  -0.5630  -2.9868  0.242
H  -3.2186  -3.2888  0.2984  0.390
H  -4.7233  -2.7668  -0.2845  0.398
H  -2.5176  -5.2956  -1.3748  0.474
H  -0.4197  -4.2869  -1.7590  0.242
H  4.0856  -1.6845  2.3169  0.260
H  2.3411  -1.5987  1.9062  0.262
H  2.8217  -2.7069  3.2408  0.227
H  1.3014  -4.3100  1.1473  0.249
H  2.4514  -5.1459  2.3023  0.244
H  2.5785  -5.3499  0.4440  0.257
C  0.9908  5.2669  -1.4884  -0.217
C  0.8344  6.6035  -1.1418  -0.213
C  1.3338  7.0711  0.0675  -0.215
C  1.9984  6.2036  0.9264  -0.217
C  2.1578  4.8679  0.5779  -0.203
C  1.6504  4.3983  -0.6273  -0.217
H  0.5981  4.9017  -2.4310  0.211
H  0.3222  7.2814  -1.8148  0.212
H  1.2062  8.1120  0.3406  0.212
H  2.3922  6.5694  1.8676  0.211
H  2.6775  4.1916  1.2470  0.212
H  1.7703  3.3555  -0.8963  0.223

Force components x, y, z for each atom (eV/Å):
C -0.1252 0.5617 -0.1269
C 0.1088 1.0718 1.3128
O -1.6887 0.2407 -0.3065
C 0.3099 -0.6439 -0.2176
O -0.1034 0.4308 -0.1711
C -0.2735 0.1975 0.8544
C -0.5816 0.1345 -0.5024
C 0.3440 -0.2150 1.3663
C 0.0483 0.5722 -0.5743
C 3.2468 -0.1173 1.0834
P -1.4547 -0.2367 -1.2200
N 1.7941 -0.0357 -0.8268
O 0.2067 1.8246 1.6795
C 0.2518 2.2029 -0.1276
C -0.0563 0.8656 0.0050
C -1.5824 -1.1007 0.1783
C 0.4981 -2.4692 0.0406
Br -0.3223 -1.1577 -0.0796
C 0.2985 -0.8110 0.8256
O -0.3001 -0.1126 0.2271
C -0.9202 -1.0227 -0.3351
Cl -1.0538 -0.3533 -1.2725
C 1.1815 0.4056 0.4855
N -3.1012 0.4525 -0.3284
C 0.7184 -0.0356 0.9247
C -0.6521 -0.1159 -0.5805
C 0.2244 0.4472 -0.6929
C -0.4676 1.5964 0.0062
O -0.2313 0.1031 0.4239
H -0.8310 0.2188 -0.7578
H 0.5290 -0.6288 -0.6875
H 0.7913 0.3088 0.3267
H -0.6449 -0.6486 -0.6595
H 0.5973 -0.8438 0.1325
H -0.2668 -0.7386 0.4395
H 0.7166 -0.3592 -0.6195
H 0.4468 1.0555 -0.4731
H 0.9902 -0.2041 0.1341
H 0.0788 -0.9573 0.0689
H 0.6592 0.0599 0.7064
H -0.5896 0.1637 0.1639
H 0.2544 -0.2886 0.0086
H -0.0907 -0.3893 -0.6530
H -0.1341 1.1413 -0.3012
H -0.7790 -0.8266 -0.0282
H 0.6856 -0.6310 0.3007
H 0.3741 0.2355 -0.7752
H 0.9517 -0.1890 0.4048
H -0.0886 0.3977 -0.7793
H -0.0147 0.4503 0.9672
C 0.0027 -0.0111 0.0636
C -0.0226 -0.0066 0.0084
C 0.0165 -0.0339 -0.0029
C -0.0298 -0.0088 -0.0292
C -0.0316 0.0331 0.0137
C 0.0196 -0.0117 0.0074
H 0.0353 0.0244 0.0184
H 0.0203 -0.0295 0.0329
H 0.0163 -0.0379 -0.0196
H -0.0136 -0.0128 -0.0397
H -0.0182 0.0204 -0.0426
H 0.0527 0.0682 0.0198

- HOMO-LUMO gap: 7.334 eV
- Multiplicity: 1
- SMILES: CCOC(=O)CCCc1c(P(N)O)cc2c(c1Br)C(=O)C(Cl)=C(N=C(C)C)C2=O.c1ccccc1
- Molecular weight: 581.83 g/mol
- Energy relative to the best compared isomer or geometry (same formula, charge and spin): 3.155 eV
- Energy: -4829.9734 Ha
- LUMO energy: -0.9 eV
- F_max: 0.0666 Eh/bohr